Entry 1:
The following is a quantum chemistry calculation of a structure of composition C29H29CdN7O4, from the Open Molecules 2025 dataset.

- HOMO energy (eV) = 0.745
- E_tot (hartree) = -1974.55333
- charge = -2
- energy relative to the best compared isomer or geometry (same formula, charge and spin) (eV) = 0.301
- HOMO-LUMO gap (eV) = 3.7211
- multiplicity = 1

Last column: natural (NBO) charge in e.
Cartesian coordinates (Å):
Cd  0.34202  0.52547  0.21069  1.67
C  -0.56946  -3.28347  -2.03276  -0.42
C  -1.77936  -3.76299  -1.45678  -0.22
C  -2.53658  -2.93005  -0.70301  -0.28
C  -2.15997  -1.54097  -0.46943  0.33
N  -0.91508  -1.13891  -0.97103  -0.69
C  -0.21929  -1.98629  -1.74396  0.04
N  -2.98732  -0.81497  0.21304  -0.56
C  -2.84014  0.52114  0.52779  0.23
N  -1.72967  1.30103  0.35738  -0.68
C  -1.98666  2.56852  0.77303  0.26
N  -1.15094  3.66460  0.70855  -0.58
C  0.01161  3.71746  0.12769  0.36
C  0.64452  5.02667  0.05434  -0.26
C  1.76286  5.24298  -0.67477  -0.21
C  2.37265  4.15961  -1.36726  -0.42
C  1.81221  2.92355  -1.18293  0.07
N  0.71524  2.65925  -0.45272  -0.72
C  -3.31661  2.62679  1.24637  -0.09
C  -4.11611  3.65789  1.77471  -0.19
C  -5.40953  3.38597  2.14658  -0.31
C  -5.95070  2.07396  1.99420  -0.29
C  -5.19719  1.05400  1.47230  -0.20
C  -3.86103  1.30655  1.08931  -0.15
H  0.05552  -3.89649  -2.66794  0.20
H  -2.09838  -4.78828  -1.62191  0.18
H  -3.47347  -3.25037  -0.26250  0.20
H  0.72660  -1.59479  -2.11766  0.21
H  0.14408  5.82415  0.58861  0.20
H  2.19077  6.24013  -0.72978  0.18
H  3.25651  4.28313  -1.97834  0.19
H  2.27445  2.05195  -1.63882  0.18
H  -3.69869  4.65351  1.88346  0.20
H  -6.03385  4.17272  2.55948  0.17
H  -6.97828  1.88772  2.29365  0.17
H  -5.61325  0.05930  1.34793  0.20
C  -1.69472  -2.46969  2.61674  -0.29
O  -0.92392  -1.32094  2.20439  -0.47
C  0.16630  -1.37904  1.50930  0.20
C  0.80300  -2.71260  1.30252  -0.80
H  -1.18040  -2.99484  3.42269  0.17
H  -1.87149  -3.12617  1.76622  0.21
H  -2.63797  -2.05558  2.95844  0.22
H  0.38667  -3.54459  1.87198  0.20
H  1.86443  -2.59534  1.53408  0.24
H  0.75192  -2.95486  0.23322  0.28
C  5.64184  1.73315  -1.67360  -0.62
C  5.86272  0.23835  -1.86727  -0.36
C  5.12498  -0.63545  -0.83488  -0.27
C  5.48593  -2.11170  -1.06432  -0.38
C  4.74776  -3.06262  -0.12957  -0.62
C  5.61181  -0.23039  0.54120  0.72
O  6.77458  -0.36984  0.89219  -0.66
N  4.67913  0.31409  1.35732  -0.66
C  3.29370  0.46244  1.08680  0.78
O  2.62053  0.94776  1.98831  -0.65
N  2.80405  0.05995  -0.10816  -0.76
C  3.60667  -0.46318  -1.05600  0.69
O  3.17192  -0.83820  -2.14190  -0.66
H  6.12463  2.30124  -2.47100  0.20
H  6.05646  2.07853  -0.72374  0.20
H  4.58096  1.98802  -1.67965  0.23
H  6.92784  0.00067  -1.80201  0.20
H  5.49980  -0.07263  -2.84841  0.22
H  6.56570  -2.21373  -0.93497  0.21
H  5.23543  -2.34299  -2.10056  0.22
H  4.96116  -2.83438  0.91815  0.20
H  5.04522  -4.09742  -0.31028  0.20
H  3.66930  -2.99393  -0.28155  0.22
H  4.97076  0.62427  2.27230  0.41

***

Entry 2:
The following is a quantum chemistry calculation of a structure of composition C29H29N2O5SSbTi at a distorted geometry, from the Open Molecules 2025 dataset.

- HOMO energy (spin up / spin down) (eV) = -6.610 / -7.393
- E_tot (hartree) = -3095.98384
- ⟨S²⟩ = 2.006
- energy relative to the best compared isomer or geometry (same formula, charge and spin) (eV) = 0.845
- HOMO-LUMO gap (spin up / spin down) (eV) = 6.2696 / 7.0164
- multiplicity = 3

Last column: Mulliken spin population.
Cartesian coordinates (Å):
Ti  9.73899  7.60596  12.85355  1.74
C  7.84590  5.47561  12.45110  0.01
C  9.14502  4.75580  12.19547  0.00
N  10.29547  5.58091  12.77798  0.00
C  11.53477  5.56175  11.95887  0.01
C  11.33305  6.14982  10.57055  0.06
S  10.44886  7.83622  10.64897  0.00
C  8.87674  7.30651  9.70370  0.08
C  7.55065  7.23976  10.50027  0.03
N  7.80542  6.92210  12.01368  -0.03
H  7.59292  5.43058  13.53716  0.00
H  6.98509  4.90510  11.95536  0.00
H  9.32029  4.74535  11.09222  0.00
H  9.29635  3.70289  12.63464  0.00
H  10.50234  5.15245  13.70882  0.01
H  11.84132  4.53948  11.76947  0.00
H  12.32341  6.13450  12.48868  0.01
H  10.84950  5.48896  9.85044  -0.01
H  12.29940  6.49892  10.20610  -0.01
H  9.19392  6.38240  9.21392  -0.01
H  8.79854  8.13514  8.93204  0.00
H  6.89758  6.47552  10.06552  0.01
H  6.94520  8.16297  10.51654  -0.02
H  7.17017  7.53292  12.61114  0.02
O  9.26035  11.39709  17.62638  0.00
C  9.38601  10.49142  16.82437  0.00
C  8.27675  9.61300  16.14871  -0.01
O  7.09214  9.69787  16.37849  0.00
C  9.01506  8.75764  15.23542  0.05
C  10.33188  9.11702  15.10408  -0.01
O  11.01145  8.67848  14.08914  -0.02
C  10.73937  10.15235  16.02375  0.00
O  11.84163  10.68095  16.02857  0.00
O  8.51618  7.76246  14.47266  0.01
C  6.20102  12.41161  7.31432  0.00
C  7.35817  13.16769  7.15412  0.00
C  8.50147  12.76436  7.81308  0.00
C  8.50778  11.73605  8.76049  0.00
C  7.29453  11.08753  9.01063  -0.01
C  6.15163  11.45573  8.32607  0.00
Sb  10.21206  11.24162  10.06894  0.08
C  11.68501  11.82644  8.50258  0.00
C  12.28621  10.71276  7.96958  0.00
C  13.42902  10.87537  7.13367  0.00
C  13.78163  12.14374  6.74894  0.00
C  13.09697  13.24232  7.27582  0.00
C  12.09950  13.11710  8.21981  0.00
C  9.90769  13.16176  11.06590  0.00
C  11.07209  13.73954  11.59231  0.00
C  11.08427  14.97718  12.21477  0.00
C  9.84056  15.63101  12.42730  0.00
C  8.68217  15.00099  11.96844  0.00
C  8.71576  13.83132  11.21539  0.00
H  5.37797  12.59897  6.61483  0.00
H  7.42287  14.00946  6.43620  0.00
H  9.39939  13.36609  7.69342  0.00
H  7.26209  10.30857  9.77121  0.01
H  5.17845  10.97460  8.53927  0.00
H  11.88815  9.71764  8.18562  0.00
H  13.93102  9.96028  6.74034  0.00
H  14.63531  12.31947  6.04190  0.00
H  13.37765  14.25797  6.94918  0.00
H  11.68863  14.01988  8.73614  0.00
H  11.95992  13.18788  11.49400  0.00
H  12.00629  15.40429  12.54474  0.00
H  9.81353  16.54150  13.07183  0.00
H  7.68612  15.46175  12.04879  0.00
H  7.85935  13.49136  10.65644  0.00

***

Entry 3:
The following is a quantum chemistry calculation of the molecule C29H29N3O4 at a distorted geometry, from the Open Molecules 2025 dataset.

- SMILES = CC(C)(C)NC(=O)[C@H](c1cccnc1)N(C(=O)c1ccco1)c1ccc(OCc2ccccc2)cc1
- HOMO energy (eV) = -8.339
- E_tot (hartree) = -1587.72949
- energy relative to the best compared isomer or geometry (same formula, charge and spin) (eV) = 0.550
- HOMO-LUMO gap (eV) = 8.9167
- multiplicity = 1

Last column: natural (NBO) charge in e.
Cartesian coordinates (Å):
C  -1.66309  -3.26875  -1.47097  -0.62
C  -2.98075  -2.74603  -0.89034  0.13
C  -3.55525  -3.74997  0.11213  -0.62
C  -3.98468  -2.47292  -2.00838  -0.61
N  -2.74238  -1.46964  -0.21600  -0.65
C  -1.89400  -1.28067  0.79752  0.69
O  -1.25027  -2.14425  1.36334  -0.64
C  -1.74936  0.20209  1.22203  -0.15
C  -3.05621  0.87473  1.56402  -0.05
C  -4.18106  0.14728  1.93336  -0.17
C  -5.33858  0.82428  2.28029  -0.25
C  -5.32630  2.20979  2.25097  0.03
N  -4.25474  2.91354  1.92680  -0.41
C  -3.15580  2.26426  1.59824  0.06
N  -0.99306  0.93423  0.20242  -0.45
C  -1.59699  1.28772  -0.95749  0.65
O  -2.79643  1.11219  -1.15571  -0.64
C  -0.76711  1.87321  -2.02166  0.15
C  -1.17848  2.70227  -3.03517  -0.23
C  -0.04154  2.93515  -3.83709  -0.32
C  0.96864  2.21929  -3.26706  0.12
O  0.54322  1.57570  -2.17424  -0.39
C  0.35559  1.24048  0.50851  0.19
C  1.20911  0.23969  0.94925  -0.22
C  2.52342  0.52678  1.27061  -0.29
C  3.00689  1.82374  1.13752  0.30
O  4.28449  2.21442  1.39228  -0.49
C  5.18407  1.28031  1.95191  -0.10
C  5.53419  0.11824  1.05323  0.03
C  5.47110  0.24139  -0.32787  -0.24
C  5.78828  -0.83397  -1.13860  -0.20
C  6.18103  -2.03674  -0.57800  -0.22
C  6.25726  -2.16157  0.79918  -0.19
C  5.93189  -1.09026  1.61119  -0.25
C  2.13886  2.83186  0.71293  -0.24
C  0.82454  2.54849  0.41645  -0.22
H  -1.82958  -4.20234  -2.00154  0.21
H  -0.95128  -3.44229  -0.66878  0.24
H  -1.24183  -2.54173  -2.16226  0.21
H  -4.49855  -3.38560  0.51327  0.20
H  -3.72949  -4.70610  -0.37401  0.21
H  -2.85596  -3.89379  0.93033  0.24
H  -4.91603  -2.08973  -1.59703  0.21
H  -3.58666  -1.73763  -2.70368  0.22
H  -4.19704  -3.38807  -2.55410  0.22
H  -3.15886  -0.64225  -0.63296  0.44
H  -1.12565  0.19944  2.12502  0.25
H  -4.15023  -0.93227  1.95760  0.22
H  -6.22771  0.28601  2.56879  0.22
H  -6.20502  2.78683  2.50657  0.19
H  -2.30530  2.88643  1.35031  0.19
H  -2.16633  3.09110  -3.16561  0.24
H  0.01448  3.54564  -4.71474  0.23
H  1.99718  2.08902  -3.54062  0.21
H  0.84993  -0.77359  1.04101  0.24
H  3.16272  -0.27470  1.60402  0.23
H  4.79672  0.90913  2.91099  0.18
H  6.08675  1.86901  2.15367  0.21
H  5.16332  1.18103  -0.76283  0.22
H  5.72800  -0.73193  -2.21221  0.21
H  6.42672  -2.87620  -1.21083  0.21
H  6.56320  -3.09733  1.24247  0.21
H  5.98198  -1.19138  2.68601  0.21
H  2.51923  3.83808  0.63288  0.23
H  0.15878  3.33883  0.10265  0.22